(1)
{
  "formula": "C7H10N3",
  "method": "the ωB97M-V functional and the def2-TZVPD basis",
  "total_charge": 1,
  "smiles": "[H]/N=C/Cc1nccc(C)[nH+]1",
  "homo_energy_ha": -0.5012,
  "orbital_gap_ha": 0.337,
  "elements": ["N", "H", "H", "H", "H", "H", "C", "N", "C", "C", "H", "C", "H", "H", "C", "H", "H", "C", "C", "N"],
  "xyz": [[2.53, -2.47, 0.29], [-1.58, 0.85, -2.52], [-2.90, 0.82, -1.45], [-0.06, 3.14, -0.89], [-2.21, 2.41, -1.81], [0.17, -1.76, 2.20], [0.38, -0.33, 0.66], [1.19, 0.70, 1.09], [1.11, 1.90, 0.54], [0.10, 2.24, -0.35], [3.57, -2.57, 0.22], [-1.97, 1.33, -1.61], [-1.21, -0.84, -0.33], [1.86, 2.64, 0.91], [-0.86, 1.25, -0.62], [2.58, -1.96, 2.34], [0.24, -2.30, 0.37], [2.09, -2.08, 1.39], [0.66, -1.69, 1.19], [-0.58, -0.01, -0.14]]
}


(2)
{
  "formula": "C31H29F2N4O6Re",
  "method": "the ωB97M-V functional and the def2-TZVPD basis",
  "total_charge": 3,
  "homo_energy_ha": [-0.5706, -0.5704],
  "orbital_gap_ha": [0.206, 0.184],
  "spin_multiplicity": 4,
  "elements": ["H", "C", "F", "H", "C", "C", "H", "O", "H", "C", "N", "C", "C", "H", "H", "H", "F", "C", "H", "C", "C", "H", "Re", "H", "C", "C", "C", "C", "O", "C", "C", "C", "H", "N", "H", "H", "H", "C", "H", "H", "H", "H", "C", "H", "N", "H", "H", "C", "H", "C", "H", "H", "C", "H", "C", "C", "C", "C", "C", "O", "H", "O", "O", "H", "C", "H", "N", "C", "O", "H", "C", "C", "C"],
  "xyz": [[-4.65, 1.07, 7.07], [5.02, 0.27, 2.32], [-2.41, 1.90, 6.53], [-3.73, -1.90, 10.83], [-2.12, -1.69, 6.13], [-1.32, -1.78, 5.00], [-2.24, -1.86, 8.82], [1.27, -2.28, 4.20], [-6.15, 1.05, 9.06], [-1.36, 0.65, 4.86], [-5.02, -0.39, 10.11], [-2.55, -0.46, 6.66], [6.76, 0.23, 4.53], [6.05, -1.50, 6.41], [0.59, -4.25, 3.81], [-4.56, 0.33, 10.67], [5.88, 2.59, -0.92], [0.60, -3.14, 1.00], [6.29, -1.77, 3.91], [-0.25, -0.67, 3.06], [5.58, 1.84, 0.11], [4.68, -2.31, 5.69], [0.09, -0.32, 0.49], [-1.84, -5.05, 2.93], [-2.02, -5.26, 3.98], [4.31, 1.34, 0.24], [6.58, 1.59, 1.06], [2.73, -0.02, 1.54], [-0.88, -1.70, 2.20], [-3.04, -4.44, 4.69], [0.24, -3.22, 3.77], [5.78, -0.93, 4.39], [-3.66, -4.92, 5.43], [-0.95, -3.05, 4.50], [-2.33, -0.28, 9.60], [8.05, 1.41, 3.26], [7.55, 2.02, 0.91], [-5.49, 0.22, 8.81], [-3.53, -3.66, 4.12], [3.57, 1.56, -0.51], [6.24, 1.10, 4.95], [-2.46, -2.60, 6.61], [5.21, -1.36, 5.73], [-1.22, -4.62, 5.94], [4.70, -0.53, 3.40], [8.00, -0.29, 2.86], [-4.63, -2.30, 9.34], [-4.28, 0.68, 8.01], [4.56, -0.59, 6.16], [-2.11, 0.70, 6.01], [-6.05, -0.56, 8.29], [-1.08, 1.58, 4.38], [-2.91, -1.02, 9.02], [-1.91, -6.31, 4.24], [-1.59, -4.24, 5.00], [2.43, -0.81, 2.65], [3.49, -1.02, 3.54], [-0.97, -0.57, 4.34], [0.26, -2.56, 2.34], [0.36, -2.09, 0.05], [7.52, -0.07, 5.25], [0.99, -4.19, 0.67], [1.86, 0.25, 0.53], [-5.82, -0.71, 10.66], [6.32, 0.81, 2.17], [3.31, -1.64, 4.41], [-3.40, -0.45, 7.78], [1.13, -1.48, 3.04], [-0.21, 0.42, 2.21], [-3.78, 1.50, 8.54], [7.39, 0.55, 3.19], [4.02, 0.54, 1.36], [-4.06, -1.52, 9.87]]
}


(3)
{
  "formula": "C2H2NO2S",
  "method": "the ωB97M-V functional and the def2-TZVPD basis",
  "total_charge": -1,
  "homo_energy_ha": [-0.1079, -0.1078],
  "orbital_gap_ha": [0.243, 0.243],
  "elements": ["O", "S", "N", "C", "C", "H", "O", "H"],
  "xyz": [[0.16, 1.28, 0.00], [2.15, 0.24, 0.08], [0.95, -0.76, 0.06], [-1.78, -0.08, -0.01], [-0.33, 0.14, 0.01], [-2.35, 0.72, 0.19], [3.37, -0.57, -0.02], [-2.17, -0.96, -0.31]]
}


(4)
{
  "formula": "C28H42BBrF3IN3O15PS2",
  "method": "the ωB97M-V functional and the def2-TZVPD basis",
  "total_charge": 0,
  "homo_energy_ha": -0.3092,
  "orbital_gap_ha": 0.226,
  "elements": ["H", "O", "C", "H", "O", "S", "H", "H", "C", "H", "S", "P", "O", "H", "C", "N", "C", "C", "H", "B", "H", "C", "C", "F", "H", "C", "H", "C", "H", "H", "O", "H", "C", "H", "C", "H", "I", "N", "H", "H", "H", "O", "C", "H", "C", "H", "H", "O", "C", "C", "H", "C", "N", "C", "H", "C", "C", "O", "C", "C", "H", "O", "C", "H", "Br", "O", "H", "O", "O", "H", "C", "H", "H", "C", "H", "H", "H", "F", "O", "C", "H", "H", "C", "C", "H", "H", "H", "H", "H", "H", "H", "O", "O", "O", "F", "C", "H"],
  "xyz": [[-2.31, -1.48, 2.77], [-1.71, 2.59, 4.79], [0.14, -1.23, -1.55], [2.36, -0.18, -0.45], [5.40, -4.46, -8.08], [-2.92, 0.10, -0.41], [2.20, 5.34, 1.73], [1.53, 7.50, 0.63], [-0.05, -3.26, 3.02], [0.16, -3.94, 3.99], [0.49, 0.86, 5.62], [-0.43, 1.68, 4.07], [0.95, 2.67, 3.54], [1.04, 3.48, 0.86], [-1.19, 0.61, 0.06], [0.71, -0.82, 1.01], [0.75, 7.07, 1.39], [-3.66, -1.74, 5.06], [-0.06, 1.66, 1.37], [4.52, -4.58, -6.91], [0.98, 3.41, 4.21], [-2.41, -0.65, 4.83], [1.03, -2.66, -1.53], [1.32, -5.01, -2.36], [0.89, -0.49, -2.03], [2.01, -0.15, 0.67], [-2.75, 0.30, 5.43], [2.62, -3.39, -6.64], [-0.02, -6.02, 2.89], [3.06, -1.86, 1.41], [-2.42, 2.76, -2.95], [-1.20, -3.32, 2.86], [-0.68, 1.61, -1.18], [-1.54, 7.00, 1.63], [-1.58, 1.58, -2.54], [0.80, 5.46, 3.02], [-4.35, 0.32, 2.86], [3.20, -0.82, 1.40], [-0.78, -1.51, -2.24], [2.05, 1.02, 0.95], [0.85, 7.74, 2.37], [6.94, -5.85, -9.00], [5.71, -6.48, -7.07], [-1.02, 6.75, -0.17], [-1.13, 4.04, 1.66], [-1.04, 4.28, 2.83], [-1.92, 4.85, 1.28], [-4.46, 3.22, -1.77], [-3.84, 2.50, -2.75], [-0.76, 7.34, 0.80], [-1.00, 8.49, 0.60], [-4.76, 1.45, -3.62], [-1.08, 1.33, 1.43], [0.34, -0.52, 2.43], [-3.85, -2.42, 4.12], [-0.06, -5.32, 1.95], [-1.85, 2.60, 1.55], [-1.61, 0.61, -3.47], [0.27, 4.38, 0.99], [-0.35, -0.82, -0.01], [-1.49, -1.19, 5.28], [1.47, -3.00, -6.73], [-2.29, -0.35, 3.18], [-4.14, 1.15, -4.58], [-1.70, -2.37, 0.14], [4.78, -3.51, -5.95], [-3.03, -0.55, -1.63], [3.51, -1.86, -5.06], [6.16, -7.60, -6.85], [2.17, -2.42, -1.80], [0.53, -3.75, -2.65], [1.23, 0.21, 2.78], [0.45, -1.69, 4.52], [-1.01, 0.43, 2.67], [-5.78, 1.96, -3.85], [-2.53, 2.71, 0.57], [3.28, -0.43, 2.37], [0.83, -3.30, -4.02], [-0.79, -5.76, 0.90], [6.10, -5.61, -8.14], [-3.31, -2.50, 5.92], [0.08, 4.83, -0.10], [1.05, 5.53, 1.86], [0.58, -1.80, 3.36], [-2.65, 2.65, 2.42], [-0.76, 2.77, -0.89], [0.50, 1.51, -1.36], [-4.86, 0.46, -2.96], [-4.63, -1.23, 5.48], [1.77, -2.01, 3.27], [-1.37, 3.51, 5.05], [3.11, -4.44, -7.31], [0.66, -4.01, 1.93], [4.77, -5.89, -6.32], [-0.90, -4.13, -2.55], [3.64, -2.82, -5.80], [1.06, -3.16, -0.47]]
}


(5)
{
  "formula": "C4H7N2",
  "method": "the ωB97M-V functional and the def2-TZVPD basis",
  "total_charge": 1,
  "smiles": "[H]/N=C(\\C=C)C=[NH2+]",
  "homo_energy_ha": -0.5330,
  "orbital_gap_ha": 0.303,
  "elements": ["H", "C", "H", "C", "H", "N", "H", "N", "C", "H", "C", "H", "H"],
  "xyz": [[-1.34, -0.10, -0.53], [0.60, 0.29, 0.06], [2.42, 1.02, 0.59], [-1.00, -0.82, 1.58], [-1.11, -1.06, 2.68], [1.65, 1.06, -0.04], [0.90, -0.40, 2.14], [-0.13, 0.30, -2.24], [0.21, -0.40, 1.25], [-1.87, -0.89, 0.97], [-0.37, 0.17, -0.97], [-0.83, 0.21, -2.86], [0.86, 0.63, -2.63]]
}